Record 1
174
Properties=species:S:1:pos:R:3 method="wB97M-V/def2-TZVPD" e_tot_ha=-11297.74538 total_charge=-2 spin_multiplicity=1
C -4.0302 3.8381 -10.6612
C -4.1576 3.2488 -9.2860
O -3.2255 3.3162 -8.5047
N -5.4845 2.5787 -8.9720
H -6.2028 3.2824 -8.8782
H -5.6784 1.9759 -9.7589
C -5.4869 1.6818 -7.7090
H -3.6535 3.0924 -11.3613
H -3.3976 4.7258 -10.6648
H -5.0135 4.1960 -10.9663
H -6.3302 1.1083 -8.0937
H -5.6282 2.4015 -6.9027
H -4.5508 1.1236 -7.6960
C -0.0217 -0.1427 1.8593
C 0.7172 -0.1137 0.5651
O 1.8608 0.1701 0.5201
N -0.1252 -0.4245 -0.5979
H 0.2355 -1.1829 -1.1589
H -1.0631 -0.6839 -0.3273
C -0.2507 0.7961 -1.5792
H -0.3812 -1.1168 2.1910
H -0.9007 0.4787 1.6883
H 0.6028 0.3579 2.5993
H 0.7486 1.0664 -1.9206
H -0.7323 1.6493 -1.1014
H -0.9865 0.5355 -2.3400
C -6.5882 26.2600 -7.4247
C -6.0814 26.1029 -5.9783
C -7.1784 26.6233 -5.0070
C -8.2411 25.6872 -4.5606
C -7.6215 24.4335 -3.9771
C -6.6649 23.6865 -4.9740
N -5.7280 24.6982 -5.5544
O -4.5348 24.2833 -6.1635
C -7.5356 22.9909 -6.1042
C -5.9257 22.6017 -4.1009
C -4.8154 27.0891 -5.9088
H -6.8968 27.2890 -7.6094
H -7.5255 25.7542 -7.6563
H -5.9232 25.9594 -8.2344
H -7.6129 27.4862 -5.5116
H -6.6116 27.0416 -4.1752
H -8.9747 25.4487 -5.3307
H -8.7994 26.1480 -3.7457
H -8.3558 23.7654 -3.5270
H -7.0886 24.8252 -3.1107
H -8.2905 22.2805 -5.7672
H -6.9939 22.4302 -6.8660
H -8.1558 23.6626 -6.6977
H -5.1816 23.1212 -3.4971
H -5.4030 21.8755 -4.7235
H -6.5702 21.9554 -3.5050
H -4.3401 27.0560 -4.9284
H -5.0807 28.1285 -6.1018
H -4.0929 26.7384 -6.6458
C -1.7123 18.9424 4.5418
C -2.8383 18.0241 5.1287
C -2.7494 18.1722 6.6954
C -4.0510 18.0544 7.4360
C -5.0706 18.9421 6.7420
C -5.4722 18.5161 5.2768
N -4.1530 18.4876 4.4892
O -4.2974 18.4765 3.0887
C -6.3977 19.6531 4.7205
C -6.0905 17.1194 5.1737
C -2.5880 16.5358 4.8354
H -1.6299 18.7523 3.4717
H -0.7419 18.6688 4.9561
H -1.8191 20.0036 4.7671
H -2.5033 19.2225 6.8516
H -1.9010 17.6459 7.1330
H -3.8774 18.2792 8.4883
H -4.3015 16.9959 7.5051
H -4.6388 19.9391 6.8291
H -6.0099 18.9347 7.2948
H -6.0463 20.6832 4.7807
H -7.4042 19.8025 5.1113
H -6.8682 19.4083 3.7682
H -6.0659 16.6923 4.1712
H -7.1711 17.1977 5.2931
H -5.5986 16.4168 5.8464
H -3.3096 15.9332 5.3869
H -1.5938 16.2067 5.1379
H -2.7590 16.2431 3.7994
C -1.2853 14.8786 -3.6209
C -2.4193 13.9614 -3.9536
C -2.0673 12.5493 -3.3050
N -3.2119 11.5626 -3.3365
C -4.2999 11.9339 -2.2410
C -2.6390 10.1336 -3.1208
C -3.7233 9.3030 -3.7586
C -4.2187 10.0478 -4.9490
C -3.7695 11.4471 -4.7530
H -0.4592 14.7143 -4.3127
H -0.7802 14.8033 -2.6579
H -1.6278 15.9133 -3.6234
H -2.5003 14.0229 -5.0389
H -3.3597 14.2743 -3.4998
H -1.8275 12.6535 -2.2468
H -1.2947 11.9891 -3.8317
H -5.0165 11.1159 -2.3144
H -4.7253 12.8400 -2.6724
H -3.7753 12.0566 -1.2934
H -2.4296 9.9631 -2.0648
H -1.6065 10.0923 -3.4679
H -4.4630 9.1414 -2.9745
H -3.3238 8.3096 -3.9627
H -5.3083 10.0474 -4.9193
H -3.9538 9.5739 -5.8942
H -4.4829 12.2582 -4.8982
H -2.8216 11.5002 -5.2886
N -6.1448 6.9630 6.2576
S -5.0355 7.8560 6.6771
O -5.3713 9.2457 6.7226
O -3.6686 7.4591 6.3410
F -5.1261 7.5337 8.2822
S -5.8171 6.8805 4.6522
O -5.0893 5.7328 4.0967
O -5.7229 8.1245 3.9321
F -7.3433 6.3975 4.2827
N 3.1698 9.7917 -7.3828
S 2.3863 8.8334 -8.2476
O 3.1120 8.3472 -9.4224
O 0.9148 8.8566 -8.2735
F 2.6964 7.6028 -7.2828
S 2.8766 11.1138 -8.3328
O 1.5062 11.6631 -8.4354
O 3.6984 11.2579 -9.5201
F 3.5006 12.2054 -7.3914
N 6.6235 20.9622 -1.2698
S 5.9544 21.1358 -2.5730
O 4.5820 20.7634 -2.7835
O 6.9366 21.0393 -3.6358
F 5.8857 22.7470 -2.4453
S 6.2104 19.2746 -1.2792
O 6.5456 18.4739 -2.4739
O 5.0637 18.8747 -0.4868
F 7.4816 18.9125 -0.3216
N -6.7458 18.7954 -11.8828
S -5.0691 18.3577 -11.5729
O -4.5771 18.7121 -10.2335
O -4.0835 18.6016 -12.6546
F -5.1018 16.7595 -11.4099
S -6.5283 19.8780 -12.9243
O -6.6505 19.4103 -14.2765
O -5.6244 20.9464 -12.5975
F -7.9993 20.6260 -12.5831
N -10.0336 5.8067 -8.8575
S -11.2375 5.7188 -7.6405
O -12.0816 4.5313 -7.7160
O -11.8268 6.9279 -7.1210
F -10.2285 5.3822 -6.4138
S -10.6862 6.9794 -9.5762
O -10.1745 8.2709 -9.1426
O -12.0011 6.8821 -10.1921
F -9.7962 6.8366 -10.9479
N -11.5828 14.0160 -0.6583
S -11.6845 13.3784 -2.1074
O -10.4553 13.4241 -2.9135
O -12.9724 13.3879 -2.8039
F -11.7246 11.9049 -1.4934
S -11.7704 15.3896 -1.0974
O -13.1070 15.7663 -1.4679
O -10.6319 16.0361 -1.8198
F -11.5842 16.1640 0.2741
N 2.4661 8.4174 0.7820
S 1.9185 9.1708 2.2247
O 2.4418 8.7189 3.4942
O 0.5051 9.5424 2.1675
F 2.6871 10.5721 2.0588
S 2.4491 7.0634 1.3712
O 1.2456 6.4130 1.9580
O 3.7638 6.6296 1.7852
F 2.4305 6.3996 -0.0749

Record 2
131
Properties=species:S:1:pos:R:3 method="wB97M-V/def2-TZVPD" e_tot_ha=-3755.62714 total_charge=+1 spin_multiplicity=1
C 3.7260 -5.2865 1.2867
C 3.9484 -5.1967 0.1299
N 4.2052 -5.0961 -1.1920
C 5.1489 -6.0859 -1.7757
B 5.7224 -5.7396 -3.2267
O 6.7584 -4.8584 -3.4312
O 5.1446 -6.3059 -4.3101
C 4.1723 -3.7582 -1.6266
N 3.1190 -3.2999 -2.3378
C 2.4345 -4.3067 -3.1670
C 1.3997 -5.2260 -2.5061
C -0.0320 -4.7471 -2.5625
O -0.3639 -4.3912 -3.8808
C -1.5846 -3.6985 -3.9541
C 2.2146 -2.4276 -1.5889
C 1.3975 -1.4921 -2.4910
O 2.1264 -1.2323 -3.6625
C 1.2067 -0.1954 -1.7162
F 2.3875 0.4549 -1.5197
F 0.6701 -0.4799 -0.5050
F 0.3766 0.6591 -2.3731
N 5.1253 -2.9219 -1.2939
N 5.1117 -1.6139 -1.7870
P 6.4822 -3.2542 -0.1919
S 6.6898 -1.8611 1.1095
H 3.4401 -5.4586 2.2946
H 4.6107 -7.0225 -1.8530
H 5.9751 -6.2855 -1.0953
H 7.4490 -4.9988 -2.7772
H 5.3721 -5.7880 -5.0915
H 1.9091 -3.7427 -3.9258
H 3.1551 -4.9114 -3.6955
H 1.6349 -5.4750 -1.4784
H 1.4375 -6.1591 -3.0571
H -0.2342 -3.9203 -1.8798
H -0.6675 -5.5660 -2.2242
H -1.5740 -2.7912 -3.3478
H -2.4073 -4.3108 -3.5946
H -1.7633 -3.4198 -4.9807
H 1.5804 -2.9886 -0.9130
H 2.8273 -1.7886 -0.9681
H 0.4270 -1.9051 -2.7443
H 1.5407 -0.8265 -4.3069
H 6.0823 -1.3904 -2.0107
H 4.7949 -1.0020 -1.0429
H 6.2782 -4.5403 0.3111
H 7.5703 -3.3278 -1.0673
C 0.0351 -1.1387 4.3203
O 0.8225 -2.0189 4.0037
N -0.1259 -0.0123 3.6191
C -1.1105 1.0106 3.9459
C 0.7398 0.1674 2.4700
H -0.6320 -1.2188 5.1934
H -1.8001 1.1427 3.1212
H -0.6035 1.9572 4.1467
H -1.6745 0.7187 4.8277
H 0.6072 -0.6613 1.7813
H 1.7821 0.1761 2.7946
H 0.5032 1.1036 1.9714
C 8.5623 -0.0846 -2.8502
O 7.8111 -1.0316 -2.6436
N 8.1577 1.1530 -3.1293
C 9.0971 2.2353 -3.3746
C 6.7302 1.4270 -3.1894
H 9.6550 -0.1956 -2.8237
H 8.9517 3.0317 -2.6443
H 8.9496 2.6410 -4.3757
H 10.1158 1.8659 -3.2923
H 6.2642 1.2043 -2.2283
H 6.2576 0.8073 -3.9520
H 6.5753 2.4748 -3.4272
C -4.6442 2.8581 3.1133
O -3.8473 1.9575 2.8937
N -4.7870 3.9410 2.3455
C -5.7835 4.9573 2.6224
C -3.9258 4.0796 1.1796
H -5.3404 2.8320 3.9675
H -6.4757 5.0223 1.7809
H -5.3099 5.9294 2.7729
H -6.3490 4.6954 3.5136
H -4.0724 3.2294 0.5113
H -2.8804 4.1010 1.4821
H -4.1629 4.9993 0.6542
C -0.6546 4.8654 -1.1080
O -1.0641 5.4831 -0.1458
N 0.5294 5.0855 -1.7063
C 0.9682 4.3166 -2.8522
C 1.3880 6.1339 -1.1776
H -1.2344 4.0531 -1.5807
H 1.9003 3.7934 -2.6253
H 1.1329 4.9711 -3.7103
H 0.2104 3.5815 -3.1138
H 1.6396 5.9269 -0.1375
H 0.8767 7.0953 -1.2156
H 2.2986 6.1848 -1.7682
C 3.1748 -7.0520 5.1809
O 4.2490 -6.4857 5.1274
N 1.9840 -6.4284 5.1802
C 0.7323 -7.1574 5.2158
C 1.9585 -4.9721 5.1418
H 3.0884 -8.1521 5.2169
H 0.1341 -6.9314 4.3305
H 0.1583 -6.8854 6.1032
H 0.9285 -8.2270 5.2419
H 2.4714 -4.6079 4.2525
H 2.4699 -4.5637 6.0125
H 0.9313 -4.6224 5.1264
C -9.1236 6.5543 2.6577
O -9.4111 5.4085 2.3635
N -9.1098 7.5843 1.7985
C -8.7467 8.9273 2.2063
C -9.4752 7.3332 0.4115
H -8.8333 6.8401 3.6839
H -9.5751 9.6152 2.0291
H -7.8773 9.2730 1.6441
H -8.5050 8.9381 3.2666
H -10.4897 6.9397 0.3550
H -8.8035 6.5970 -0.0306
H -9.4150 8.2616 -0.1492
C -7.2237 2.7760 -0.6512
O -7.6842 3.5519 -1.4653
N -7.9066 2.2329 0.3696
C -7.2773 1.3241 1.3069
C -9.3102 2.5822 0.5393
H -6.1685 2.4471 -0.6828
H -7.7739 0.3519 1.3021
H -7.3328 1.7474 2.3121
H -6.2305 1.1886 1.0415
H -9.8778 2.2966 -0.3465
H -9.4166 3.6573 0.6837
H -9.7055 2.0631 1.4077